1.
21
Properties=species:S:1:pos:R:3:forces:R:3 method="wB97M-V/def2-TZVPD" smiles="C=CCCCNCO" largest_force_ha_per_bohr=0.026 total_energy_ha=-366.3582 total_charge=0
C 1.4604 -1.9136 -0.0509 0.20 -0.09 0.62
C 0.6079 -1.6077 -0.9986 -0.78 -0.79 -0.74
C -0.8806 -1.7138 -0.7940 -0.55 0.19 0.11
C -1.4590 -0.7310 0.2500 0.68 -0.32 -0.25
C -1.1029 0.7434 0.1254 -0.14 -0.11 0.30
N 0.2597 1.0646 0.5411 -0.17 0.02 0.06
C 0.5934 2.4573 0.3407 0.34 -0.30 -0.38
O 1.5743 2.9001 1.2604 -0.09 0.09 -0.07
H 2.5189 -1.8549 -0.1986 0.43 -0.14 -0.01
H 1.0822 -2.2195 0.9177 0.21 0.12 0.17
H 0.9511 -1.4769 -2.0137 0.17 0.53 -0.12
H -1.1085 -2.7043 -0.3934 0.05 -0.13 -0.14
H -1.4258 -1.6542 -1.7382 0.14 0.20 -0.05
H -1.0819 -1.1100 1.1985 -0.19 0.29 0.37
H -2.5432 -0.8099 0.2532 -0.11 -0.14 0.03
H -1.7743 1.2578 0.8207 0.02 0.24 -0.23
H -1.3178 1.0896 -0.8954 -0.10 0.05 -0.03
H 0.9093 0.4453 0.0728 0.01 0.21 -0.04
H 0.9484 2.6460 -0.6884 0.08 -0.02 0.11
H -0.3005 3.0609 0.4667 -0.12 0.08 0.26
H 2.0889 2.1310 1.5241 -0.07 -0.01 0.04


2.
21
Properties=species:S:1:pos:R:3:forces:R:3 method="wB97M-V/def2-TZVPD" smiles="C[C@H]1CO1.C/C=N/C" largest_force_ha_per_bohr=0.028 total_energy_ha=-366.3374 total_charge=0
C 3.6210 -0.9929 -0.0833 -0.35 -0.02 -0.15
C 2.1216 -0.8423 -0.1091 0.44 0.02 0.82
C 1.4850 0.4603 -0.3101 -0.07 0.52 0.68
O 1.5148 -0.5085 -1.3247 -0.20 -0.48 -1.37
H 3.9056 -1.9835 -0.4316 0.09 -0.08 -0.01
H 3.9861 -0.8602 0.9328 0.07 -0.01 0.08
H 4.0842 -0.2518 -0.7300 0.05 0.08 -0.03
H 1.5741 -1.5800 0.4745 -0.05 0.02 -0.02
H 0.5074 0.6511 0.1194 0.05 -0.02 0.00
H 2.1091 1.3299 -0.4851 0.10 0.02 -0.02
C -2.5948 2.0269 1.0255 -0.01 0.07 0.04
C -2.6037 0.7919 0.1969 -0.24 0.07 -0.11
N -1.6865 -0.0594 0.2785 0.22 0.25 0.43
C -1.7043 -1.2342 -0.5355 -0.12 -0.28 -0.31
H -2.5700 2.9037 0.3793 -0.04 0.12 0.00
H -1.7289 2.0345 1.6812 0.04 0.01 0.04
H -3.5047 2.0792 1.6219 -0.07 0.08 0.06
H -3.4604 0.6796 -0.4875 0.10 -0.15 -0.03
H -0.8092 -1.2305 -1.1595 -0.02 -0.11 -0.02
H -2.5947 -1.3104 -1.1744 0.01 -0.03 0.01
H -1.6519 -2.1037 0.1210 -0.01 -0.08 -0.09